1.
ORCA calculation (wB97M-V/def2-TZVPD) on one molecule with the formula C4H7NO2.

**Strongest force on any atom**: 0.45 eV Å⁻¹
**E_HOMO**: -10.035 eV
**Frontier orbital gap**: 10.792 eV

Each line ends with the Mulliken charge.
Positions of all 14 atoms, in Å:
C: 0.91247 1.42652 0.52944  -1.368
C: -0.15986 0.72069 -0.27866  0.464
C: 0.31519 -0.60392 -0.92205  -0.537
N: -0.33627 -1.57172 -0.07307  -0.184
C: -1.32384 -1.00719 0.70147  0.451
O: -2.13036 -1.57262 1.39105  -0.579
O: -1.24220 0.34619 0.58520  -0.358
H: 1.30406 0.75940 1.30501  0.334
H: 0.50300 2.31848 1.01127  0.357
H: 1.73826 1.73104 -0.12261  0.366
H: -0.57368 1.39175 -1.03730  0.260
H: 1.40579 -0.70387 -0.87828  0.266
H: 0.00188 -0.68554 -1.96988  0.275
H: -0.44687 -2.53641 -0.33733  0.252



2.
ORCA calculation (wB97M-V/def2-TZVPD) on one molecule with the formula C4H7NO2.

**Strongest force on any atom**: 0.68 eV Å⁻¹
**E_HOMO**: -10.216 eV
**Frontier orbital gap**: 11.200 eV

Each line ends with the Mulliken charge.
Positions of all 14 atoms, in Å:
C: 2.24730 -0.50847 -0.52235  -0.762
N: 0.84023 -0.19909 -0.44454  -0.316
C: 0.01793 -1.13774 -0.29907  0.012
O: -1.31333 -0.90879 -0.23367  -0.346
C: -1.68533 0.44532 -0.29736  0.726
O: -2.08599 0.89668 -1.32566  -0.497
C: -1.56436 1.17501 1.01596  -0.878
H: 2.47000 -1.58052 -0.41821  0.298
H: 2.62928 -0.16191 -1.48631  0.253
H: 2.78497 0.04698 0.25312  0.258
H: 0.23482 -2.20994 -0.21190  0.364
H: -2.51892 1.63177 1.28481  0.333
H: -0.84290 1.97791 0.86275  0.259
H: -1.21369 0.53278 1.82244  0.296



3.
ORCA calculation (wB97M-V/def2-TZVPD) on one molecule with the formula C4H7NO2 at a distorted geometry.

**Strongest force on any atom**: 3.33 eV Å⁻¹
**E_HOMO**: -9.853 eV
**Frontier orbital gap**: 10.562 eV

Each line ends with the Mulliken charge.
Positions of all 14 atoms, in Å:
C: 0.77361 1.12178 -1.16879  0.016
N: 0.33643 0.05424 -0.35496  0.067
C: 0.00247 -1.29013 -0.90862  -0.807
C: -0.57617 0.48086 0.68828  -0.518
C: -0.05123 -0.15899 1.93064  -0.005
O: -0.77373 -0.17676 2.89726  -0.492
O: 0.72333 2.29725 -0.90669  -0.509
H: 1.02353 0.89116 -2.16129  0.366
H: 0.22042 -2.01129 -0.13986  0.268
H: -1.15936 -1.25586 -1.32356  0.273
H: 0.65854 -1.50279 -1.78508  0.344
H: -1.61742 0.48740 0.40430  0.416
H: -0.55547 1.65963 0.95971  0.257
H: 0.99506 -0.59651 1.86864  0.325



4.
ORCA calculation (wB97M-V/def2-TZVPD) on one molecule with the formula C4H7NO2 at a distorted geometry.

**Strongest force on any atom**: 1.16 eV Å⁻¹
**E_HOMO**: -9.850 eV
**Frontier orbital gap**: 10.686 eV

Each line ends with the Mulliken charge.
Positions of all 14 atoms, in Å:
O: -1.06763 -0.71712 1.44347  -0.557
C: -0.49448 -0.20619 0.30542  0.844
C: -0.88992 1.22159 0.12488  -1.320
O: 1.73701 1.15645 -0.44175  -0.478
C: 1.88477 0.03827 -0.00879  0.045
N: 0.89662 -0.94262 0.06548  -0.542
C: -0.22048 -0.97877 -0.88736  -0.335
H: -0.53067 -1.50353 1.60483  0.391
H: -1.94505 0.92950 0.00529  0.390
H: -0.55255 1.69566 -0.79664  0.337
H: -0.74981 1.87176 0.99499  0.293
H: 2.82007 -0.26956 0.48559  0.394
H: -0.10116 -0.39736 -1.79971  0.281
H: -0.66606 -1.96036 -0.99534  0.258



5.
ORCA calculation (wB97M-V/def2-TZVPD) on one molecule with the formula C4H7NO2 at a distorted geometry.

**Strongest force on any atom**: 2.03 eV Å⁻¹
**E_HOMO (alpha / beta)**: -9.333 / -9.156 eV
**Frontier orbital gap (alpha / beta)**: 7.792 / 8.154 eV

Each line ends with the Mulliken charge.
Positions of all 14 atoms, in Å:
O: -1.70864 0.76902 -1.12744  -0.524
C: -0.32676 0.60719 -1.25847  -0.517
C: 0.35551 0.24359 0.02726  0.249
C: -0.37388 -0.50361 1.09777  -0.263
N: -1.27823 -1.38230 0.62564  -0.723
C: 1.70976 0.46199 0.39698  -0.040
O: 2.23536 -0.22111 1.29075  -0.552
H: -2.05491 -0.00011 -0.63081  0.395
H: -0.07660 -0.09339 -2.07452  0.251
H: 0.07667 1.58289 -1.56516  0.346
H: -0.68410 0.07130 1.97965  0.418
H: 0.70095 -0.94096 1.41149  0.361
H: -0.83463 -1.90270 -0.13710  0.260
H: 2.25950 1.30819 -0.03605  0.340



6.
ORCA calculation (wB97M-V/def2-TZVPD) on one molecule with the formula C4H7NO2.

**Strongest force on any atom**: 0.46 eV Å⁻¹
**E_HOMO**: -9.872 eV
**Frontier orbital gap**: 10.757 eV

Each line ends with the Mulliken charge.
Positions of all 14 atoms, in Å:
C: -0.98020 1.50568 1.52495  -0.743
N: -1.18262 0.18958 0.93540  -0.522
C: -0.28138 -0.27225 0.19225  0.620
C: -0.26347 -1.58612 -0.55628  -0.185
O: 0.68050 -1.38368 -1.59172  -0.366
C: 1.40208 -0.21307 -1.30646  -0.124
O: 0.89613 0.34956 -0.11304  -0.397
H: -1.85097 2.13517 1.31283  0.276
H: -0.91598 1.40874 2.61360  0.261
H: -0.07969 2.01810 1.16749  0.286
H: -1.24401 -1.82803 -0.97244  0.246
H: 0.09765 -2.40409 0.07504  0.209
H: 1.25523 0.50218 -2.12147  0.221
H: 2.46674 -0.42178 -1.16014  0.218



7.
ORCA calculation (wB97M-V/def2-TZVPD) on C4H7NO2 as an isolated structure at a distorted geometry.

**Strongest force on any atom**: 5.20 eV Å⁻¹
**E_HOMO**: -7.912 eV
**Frontier orbital gap**: 8.841 eV

Each line ends with the Mulliken charge.
Positions of all 14 atoms, in Å:
C: 0.86415 -0.94388 0.55270  -0.709
C: 1.88889 -0.28025 0.01721  -0.164
C: -0.72709 0.03252 -0.25114  0.800
C: -1.55691 0.46448 0.96235  -1.273
N: 1.44372 0.84735 -0.76151  -0.192
O: 0.06124 0.79513 -1.09687  -0.330
O: -1.54970 -0.73163 -1.00297  -0.510
H: 0.81897 -1.67686 1.33056  0.338
H: 2.94043 -0.22789 0.02364  0.434
H: -0.95674 1.14632 1.43182  0.350
H: -1.58557 -0.41550 1.55764  0.322
H: -2.51468 0.79883 0.45464  0.357
H: 1.95894 1.32453 -1.45973  0.222
H: -1.08565 -1.13316 -1.75833  0.354



8.
ORCA calculation (wB97M-V/def2-TZVPD) on one molecule with the formula C4H7NO2 at a distorted geometry.

**Strongest force on any atom**: 1.32 eV Å⁻¹
**E_HOMO**: -9.831 eV
**Frontier orbital gap**: 10.682 eV

Each line ends with the Mulliken charge.
Positions of all 14 atoms, in Å:
C: 0.95922 0.02919 -0.90597  -1.084
C: 0.30735 1.00722 1.27476  0.036
O: -0.76506 1.38621 0.55439  -0.314
C: -1.43559 0.20650 0.08005  -0.429
C: -0.28943 -0.74013 -0.25786  0.689
N: -0.44740 -1.99061 -0.17516  -0.754
O: 0.43052 -0.07297 1.79355  -0.487
H: 1.83554 -0.61133 -0.82144  0.347
H: 1.35186 1.05033 -0.68445  0.327
H: 0.62861 0.13719 -1.93495  0.349
H: 1.07267 1.78433 1.30166  0.495
H: -1.98474 0.47620 -0.82667  0.286
H: -2.13853 -0.16504 0.83606  0.289
H: 0.40027 -2.54183 -0.31038  0.249



9.
ORCA calculation (wB97M-V/def2-TZVPD) on C4H7NO2 as an isolated structure at a distorted geometry.

**Strongest force on any atom**: 1.09 eV Å⁻¹
**E_HOMO**: -9.909 eV
**Frontier orbital gap**: 10.857 eV

Each line ends with the Mulliken charge.
Positions of all 14 atoms, in Å:
C: -1.47067 -0.98823 0.54704  -1.382
C: -0.23237 -0.52527 -0.23103  0.260
C: -0.09428 0.96623 -0.57414  0.059
O: 0.19252 1.24270 0.82824  -0.412
C: 0.77283 -0.05971 0.80917  0.379
O: 1.71992 -0.47639 1.39315  -0.530
N: 1.15332 1.21148 -1.25734  -0.655
H: -1.69800 -0.28155 1.35148  0.320
H: -2.35527 -1.09925 -0.08346  0.369
H: -1.25409 -1.95918 1.01032  0.356
H: 0.05508 -1.22376 -1.01927  0.326
H: -0.90325 1.54865 -1.01954  0.373
H: 1.65291 0.40677 -1.60978  0.268
H: 1.74482 1.79633 -0.67641  0.269



10.
ORCA calculation (wB97M-V/def2-TZVPD) on one molecule with the formula C4H7NO2 at a distorted geometry.

**Strongest force on any atom**: 3.04 eV Å⁻¹
**E_HOMO**: -8.950 eV
**Frontier orbital gap**: 9.656 eV

Each line ends with the Mulliken charge.
Positions of all 14 atoms, in Å:
C: -1.62972 -0.14474 -0.36293  -0.019
C: -0.25379 -0.39026 -0.91915  -0.434
C: 1.79969 -0.32074 0.64149  -1.259
N: -2.00048 0.84923 0.51099  -0.377
C: 0.78908 0.43772 -0.16975  0.745
O: -1.32342 -0.04252 1.32909  -0.373
O: 0.78075 1.64291 -0.27833  -0.574
H: -1.55971 1.76966 0.42683  0.328
H: -2.44312 -0.70595 -0.82301  0.369
H: -0.27109 -0.08929 -1.97297  0.333
H: -0.01933 -1.45752 -0.88506  0.279
H: 2.43060 0.37118 1.19535  0.349
H: 2.42031 -0.93026 -0.02222  0.332
H: 1.28024 -0.98943 1.32967  0.301



11.
ORCA calculation (wB97M-V/def2-TZVPD) on one molecule with the formula C4H7NO2 at a distorted geometry.

**Strongest force on any atom**: 5.46 eV Å⁻¹
**E_HOMO**: -8.939 eV
**Frontier orbital gap**: 9.839 eV

Each line ends with the Mulliken charge.
Positions of all 14 atoms, in Å:
C: -2.13167 0.16359 -1.43559  0.023
C: -0.34802 0.18299 -0.05261  1.468
C: 0.96139 0.73286 -0.56731  -1.484
C: -0.24125 -0.62951 1.15729  -1.641
N: -2.32512 1.18784 -0.72516  -0.342
O: -1.00796 -0.49731 -1.13104  -0.368
O: -1.26038 1.28962 0.13542  -0.212
H: -2.65431 -0.15784 -2.39323  0.318
H: 0.77945 1.49800 -1.25168  0.380
H: 1.61032 -0.09106 -1.06927  0.279
H: 1.49369 1.04663 0.24415  0.408
H: -1.12327 -0.98517 1.39673  0.442
H: 0.34690 -0.05253 1.99197  0.291
H: 0.32329 -1.46089 1.02844  0.439



12.
ORCA calculation (wB97M-V/def2-TZVPD) on a 2-piece molecular cluster, C4H7NO2 overall at a distorted geometry.

**Strongest force on any atom**: 2.82 eV Å⁻¹
**E_HOMO**: -8.116 eV
**Frontier orbital gap**: 8.680 eV

Each line ends with the Mulliken charge.
Positions of all 14 atoms, in Å:
N: -0.34561 0.66026 -0.60234  -0.084
C: -1.05004 0.18378 0.37332  0.680
C: 1.02342 0.22303 -0.81780  0.017
C: -2.10302 0.23918 1.13494  -0.959
C: 2.03736 0.90717 -0.25327  -0.792
O: 0.29268 -1.18426 0.64625  -0.421
O: -0.45226 -2.19852 -0.11764  -0.403
H: 0.29918 -2.67743 -0.49616  0.303
H: -0.71306 1.43148 -1.15321  0.225
H: 1.12188 -0.29226 -1.76659  0.367
H: -2.35572 1.12561 1.70324  0.276
H: -2.69822 -0.64961 1.30988  0.276
H: 3.03522 0.83270 -0.66360  0.274
H: 1.90820 1.39887 0.70296  0.242



13.
ORCA calculation (wB97M-V/def2-TZVPD) on one molecule with the formula C4H7NO2.

**Strongest force on any atom**: 0.60 eV Å⁻¹
**E_HOMO**: -9.896 eV
**Frontier orbital gap**: 10.728 eV

Each line ends with the Mulliken charge.
Positions of all 14 atoms, in Å:
O: -0.59056 -0.90913 2.28563  -0.392
N: -1.36051 -0.31238 1.27620  -0.605
C: -0.63215 -0.09785 0.26405  0.226
C: -0.91450 0.55379 -1.06708  -0.318
C: 0.58596 0.33068 -1.41938  -0.669
C: 0.83804 -0.31687 -0.03745  0.284
O: 1.71445 0.43425 0.76776  -0.545
H: -1.23460 -1.04557 2.99196  0.368
H: -1.21696 1.60269 -0.98953  0.249
H: -1.63485 0.02338 -1.69603  0.255
H: 1.16574 1.24509 -1.55691  0.265
H: 0.75540 -0.34165 -2.26386  0.260
H: 1.12539 -1.37802 -0.07416  0.246
H: 1.50794 0.19880 1.68392  0.375



14.
ORCA calculation (wB97M-V/def2-TZVPD) on one molecule with the formula C4H7NO2.

**Strongest force on any atom**: 0.54 eV Å⁻¹
**E_HOMO**: -10.170 eV
**Frontier orbital gap**: 10.902 eV

Each line ends with the Mulliken charge.
Positions of all 14 atoms, in Å:
C: -0.26164 1.70075 0.29672  -1.295
C: -0.53617 0.39127 -0.41392  0.345
C: 0.73450 -0.39025 -0.83648  -0.491
N: 0.75688 -1.51375 0.08297  -0.290
C: -0.30065 -1.38618 0.99919  0.462
O: -0.44556 -2.00448 2.01467  -0.545
O: -1.17300 -0.44486 0.55940  -0.358
H: 0.32442 1.48980 1.19892  0.317
H: -1.21058 2.14475 0.60984  0.350
H: 0.28661 2.41050 -0.32794  0.365
H: -1.22374 0.52079 -1.25539  0.324
H: 1.63268 0.22399 -0.69883  0.221
H: 0.71128 -0.71925 -1.87978  0.305
H: 0.70496 -2.42309 -0.34937  0.290



15.
ORCA calculation (wB97M-V/def2-TZVPD) on one molecule with the formula C4H7NO2.

**Strongest force on any atom**: 0.43 eV Å⁻¹
**E_HOMO**: -9.777 eV
**Frontier orbital gap**: 10.511 eV

Each line ends with the Mulliken charge.
Positions of all 14 atoms, in Å:
N: -2.60117 -0.32993 -0.14027  -0.436
C: -1.26688 -0.63506 -0.17238  0.674
O: -0.81261 -1.43627 -0.97505  -0.616
C: -0.45999 0.07886 0.86160  -0.260
C: 0.86285 0.25492 0.81037  -0.345
C: 1.81088 -0.14341 -0.28741  -0.433
O: 2.51959 1.00519 -0.73175  -0.523
H: -3.16785 -0.69259 -0.89220  0.246
H: -2.94137 0.47718 0.35745  0.204
H: -1.01352 0.49964 1.70000  0.251
H: 1.87377 1.58405 -1.15688  0.318
H: 1.33634 0.81739 1.61564  0.331
H: 1.28932 -0.65620 -1.09962  0.335
H: 2.57064 -0.82377 0.11051  0.253



16.
ORCA calculation (wB97M-V/def2-TZVPD) on one molecule with the formula C4H7NO2 at a distorted geometry.

**Strongest force on any atom**: 1.82 eV Å⁻¹
**E_HOMO**: -9.505 eV
**Frontier orbital gap**: 10.388 eV

Each line ends with the Mulliken charge.
Positions of all 14 atoms, in Å:
O: -1.87451 -1.13579 -0.51008  -0.526
C: -0.66412 -0.84499 0.11836  0.308
C: 0.54264 -0.66077 -0.81849  -0.629
N: 1.45192 -0.03072 0.12290  -0.451
C: 0.68152 1.14686 0.47386  -0.402
C: -0.67065 0.52867 0.78919  0.239
O: -1.64464 1.02957 1.29986  -0.583
H: -2.55551 -0.66670 -0.00405  0.338
H: -0.41999 -1.58421 0.90413  0.240
H: 0.94924 -1.58680 -1.24102  0.373
H: 0.26438 0.14320 -1.61417  0.226
H: 2.36711 0.16989 -0.25734  0.247
H: 0.43549 1.71870 -0.50672  0.228
H: 1.13711 1.77310 1.24358  0.394



17.
ORCA calculation (wB97M-V/def2-TZVPD) on a 2-piece molecular cluster, C4H7NO2 overall at a distorted geometry.

**Strongest force on any atom**: 4.36 eV Å⁻¹
**E_HOMO (alpha / beta)**: -8.883 / -8.477 eV
**Frontier orbital gap (alpha / beta)**: 8.528 / 7.891 eV

Each line ends with the Mulliken charge.
Positions of all 14 atoms, in Å:
C: -0.88340 -0.28138 1.05070  -0.664
C: 0.14315 0.80701 1.27310  -0.554
C: -0.10694 0.25211 -0.05045  0.816
C: -0.53687 0.76415 -1.32437  -1.510
N: 1.53027 -1.36729 -0.48115  0.575
O: 1.70300 -1.58911 -1.63973  -0.476
O: 1.79747 -1.94071 0.54503  -0.473
H: -0.58208 -1.26130 1.31156  0.231
H: -1.99734 -0.36445 1.15673  0.277
H: -0.13350 1.79448 1.68177  0.277
H: 1.05190 0.41673 1.63497  0.260
H: -1.55780 0.96639 -1.45372  0.424
H: -0.40123 0.15912 -2.12404  0.484
H: -0.02663 1.64424 -1.58038  0.334



18.
ORCA calculation (wB97M-V/def2-TZVPD) on one molecule with the formula C4H7NO2.

**Strongest force on any atom**: 0.62 eV Å⁻¹
**E_HOMO**: -9.894 eV
**Frontier orbital gap**: 10.715 eV

Each line ends with the Mulliken charge.
Positions of all 14 atoms, in Å:
C: 0.46960 1.77202 0.94803  -1.103
C: 0.57362 0.33081 0.52428  0.811
N: 1.54839 -0.25665 -0.03342  -0.701
O: -0.58850 -0.33160 0.75618  -0.395
C: -0.78454 -1.48704 -0.04705  -0.375
C: -1.01411 -1.01577 -1.47417  0.114
O: -0.87466 -1.69509 -2.45759  -0.474
H: 1.06930 1.97705 1.83835  0.309
H: 0.83719 2.40549 0.13515  0.340
H: -0.57115 2.02858 1.15154  0.298
H: 2.33557 0.37796 -0.14595  0.221
H: 0.05446 -2.18447 -0.00289  0.311
H: -1.69440 -1.96362 0.33164  0.324
H: -1.36076 0.04232 -1.52410  0.320